Molecular formula: C74H63AsMnN6P2
Method: DFT, ωB97M-V/def2-TZVPD

```
147
Properties=species:S:1:pos:R:3:forces:R:3
Mn -0.208462 0.271703 0.380857 0.1239 -0.2582 -0.8974
C -1.695808 2.213446 -4.760852 0.0210 -0.0050 -0.2216
N -1.527088 2.303103 -3.317997 0.0501 -0.1015 0.0986
C -0.955638 1.384248 -2.506472 0.0540 -0.0680 -0.1484
N -1.052542 1.750855 -1.227582 -0.0073 -0.0223 0.2910
C -1.705878 2.968329 -1.232989 -0.0035 0.0850 -0.4095
C -2.004916 3.314439 -2.535039 -0.0187 0.0204 0.3945
C -2.778593 4.462652 -3.034237 -0.1353 -0.0039 -0.0572
C -4.109296 4.592946 -2.639129 0.0206 0.0173 -0.0054
C -4.860987 5.672328 -3.072609 -0.0381 0.0073 -0.0064
C -4.290906 6.631043 -3.898750 0.0020 -0.0074 0.0678
C -2.964257 6.510360 -4.286466 0.0065 0.0260 -0.0832
C -2.210940 5.425578 -3.864271 0.0390 -0.0323 0.0354
C -2.049651 3.817984 -0.082069 -0.0713 -0.0254 0.1587
C -1.707066 5.169998 -0.100966 0.1298 -0.0511 -0.0194
C -2.118149 6.011336 0.918278 0.0096 0.0062 -0.0082
C -2.877339 5.509269 1.965269 -0.0150 0.0246 0.0865
C -3.219882 4.166242 1.991893 0.0006 -0.0098 0.0245
C -2.809172 3.323231 0.970844 -0.0782 0.0073 -0.1223
P -0.058144 -0.043324 -3.192216 -0.0774 0.1034 0.5310
C -0.861937 -1.351676 -2.211888 -0.0876 0.0362 -0.3029
N -0.929170 -1.433169 -0.892676 0.2230 0.1884 0.5340
C -1.576637 -2.605105 -0.589025 -0.2118 -0.0125 -0.1841
C -1.968875 -3.210310 -1.766324 0.1173 0.0302 0.2527
N -1.497556 -2.407031 -2.776617 0.1345 0.0830 0.1267
C -1.599213 -2.690702 -4.200916 -0.0616 -0.0342 -0.1957
C -2.664790 -4.483571 -2.002219 0.0320 -0.1495 -0.0349
C -3.834316 -4.540559 -2.757946 -0.0094 0.0418 0.0897
C -4.469050 -5.755301 -2.967215 -0.0306 0.0000 -0.0547
C -3.939101 -6.919678 -2.431148 0.0138 -0.0024 0.0227
C -2.775672 -6.867855 -1.675444 0.0117 -0.0382 0.0262
C -2.140618 -5.656718 -1.459125 0.0070 0.0827 -0.0361
C -1.708058 -3.078478 0.795890 0.0973 0.0092 0.1306
C -2.833823 -3.771547 1.237291 0.0231 0.1544 -0.0339
C -2.914872 -4.203092 2.552115 -0.0368 -0.0196 -0.0516
C -1.871499 -3.963113 3.434957 -0.0419 0.0053 0.0623
C -0.740287 -3.288410 3.000796 0.0437 -0.0448 0.0383
C -0.659747 -2.846718 1.690782 -0.0486 0.0158 -0.1992
C 1.477218 0.158478 -2.223229 0.0180 -0.1927 -0.2426
N 1.648951 0.076404 -0.908591 -0.3238 0.2042 0.4270
C 2.998447 0.191770 -0.668116 0.1295 -0.0631 -0.2392
C 3.645428 0.369646 -1.877525 -0.0694 0.0388 0.3128
N 2.668172 0.338803 -2.839526 -0.0885 -0.0187 0.1210
C 2.888894 0.510225 -4.268288 0.0323 -0.0440 -0.2180
C 5.064787 0.606793 -2.185716 0.1078 -0.0067 -0.0631
C 5.703138 1.744379 -1.695867 -0.0692 -0.0081 -0.0074
C 7.048590 1.950248 -1.952155 0.0651 0.0314 0.0107
C 7.768878 1.022674 -2.692409 -0.0242 -0.0062 0.0240
C 7.135996 -0.107078 -3.190155 0.0226 -0.0315 -0.0484
C 5.787762 -0.313441 -2.943371 -0.0333 -0.0149 0.0482
C 3.591315 0.049279 0.672010 -0.0035 0.0167 0.2019
C 2.841512 0.337676 1.811509 0.0583 -0.0149 -0.2746
C 3.385036 0.221283 3.078023 -0.0303 -0.0169 0.0691
C 4.695643 -0.203853 3.229920 0.0080 -0.0223 0.0445
C 5.446584 -0.524446 2.109107 0.0157 0.0115 0.0192
C 4.903770 -0.398241 0.841151 -0.1314 -0.0221 -0.0743
H -1.817428 1.174375 -5.054462 -0.0035 0.0069 0.0094
H -2.587281 2.768128 -5.042092 0.0067 0.0028 0.0348
H -0.840212 2.634828 -5.287515 0.0031 0.0179 0.0473
H -4.552398 3.849945 -1.987180 0.0242 -0.0058 0.0022
H -5.893987 5.764394 -2.764332 0.0077 0.0107 -0.0072
H -4.879591 7.475671 -4.230346 0.0166 0.0045 -0.0131
H -2.515471 7.265882 -4.917536 0.0052 -0.0197 -0.0111
H -1.171539 5.339487 -4.160204 0.0011 0.0067 -0.0012
H -1.116782 5.561749 -0.919534 -0.0097 0.0086 -0.0328
H -1.860043 7.061551 0.889740 0.0269 -0.0063 0.0031
H -3.215599 6.167157 2.755162 0.0158 0.0028 -0.0087
H -3.833797 3.785738 2.795545 -0.0145 -0.0644 0.0311
H -3.124614 2.289157 0.947124 -0.0354 -0.0722 0.0989
H -1.692355 -3.763714 -4.342324 0.0262 -0.0005 0.0295
H -2.471679 -2.205129 -4.637479 -0.0021 0.0001 0.0495
H -0.705254 -2.338716 -4.708296 0.0112 -0.0094 0.0139
H -4.264271 -3.631551 -3.162377 0.0096 0.0022 -0.0121
H -5.380286 -5.792210 -3.549129 0.0043 0.0019 0.0013
H -4.432270 -7.867408 -2.599872 -0.0062 0.0053 -0.0017
H -2.357945 -7.773576 -1.256361 -0.0137 -0.0008 -0.0054
H -1.232707 -5.611385 -0.870401 0.0048 -0.0205 -0.0043
H -3.647786 -3.960073 0.550028 -0.0393 -0.0261 0.0026
H -3.793813 -4.739600 2.884409 -0.0010 0.0137 0.0104
H -1.935148 -4.314067 4.456521 0.0237 -0.0004 0.0019
H 0.094063 -3.137374 3.674076 -0.0022 -0.0242 0.0058
H 0.246248 -2.363872 1.334489 0.0475 -0.0473 0.0344
H 3.836120 1.020432 -4.416970 -0.0090 0.0184 0.0327
H 2.927058 -0.452793 -4.776772 0.0054 -0.0021 0.0438
H 2.091376 1.107526 -4.702554 0.0042 0.0190 0.0355
H 5.144208 2.464276 -1.110403 -0.0094 -0.0230 0.0119
H 7.539054 2.836007 -1.570865 -0.0041 -0.0078 0.0072
H 8.823524 1.176483 -2.876626 -0.0075 0.0176 -0.0167
H 7.694182 -0.833314 -3.765886 -0.0008 0.0082 0.0000
H 5.299636 -1.206117 -3.317359 0.0095 -0.0051 0.0089
H 1.822424 0.685071 1.693111 0.0680 0.1552 0.1207
H 2.796503 0.468714 3.952200 0.0637 0.0524 -0.0535
H 5.124709 -0.290387 4.219004 0.0121 -0.0124 -0.0055
H 6.461410 -0.880750 2.224640 0.0053 0.0120 -0.0219
H 5.494099 -0.667487 -0.021691 0.0625 -0.0063 -0.0209
C -0.130012 -0.059122 4.529926 0.2050 -0.2163 -0.4394
C -0.813972 0.488360 5.776450 0.0231 -0.0633 0.0239
As 0.288265 0.353267 7.427374 -0.1187 0.2086 -0.0570
C 0.036210 -1.540356 7.822560 0.0159 0.0069 -0.0679
C -0.946755 -2.347445 7.256638 -0.0405 0.0669 0.0107
C -0.972455 -3.710433 7.515271 0.0000 -0.0467 -0.0375
C -0.010680 -4.284510 8.333464 0.0077 -0.0066 0.0021
C 0.966565 -3.487060 8.912046 -0.0009 -0.0654 -0.0027
C 0.991063 -2.125999 8.652464 -0.0377 0.1122 -0.0066
C -1.062035 1.267606 8.516636 0.0789 -0.2243 -0.1036
C -0.729830 2.498820 9.070265 0.0750 -0.0452 -0.0354
C -1.687842 3.247335 9.740937 -0.0453 0.0356 0.0179
C -2.983351 2.766695 9.860103 0.0411 0.0290 0.0028
C -3.315991 1.530765 9.321510 -0.0491 -0.0632 -0.0218
C -2.358751 0.781486 8.653556 -0.0102 -0.0093 0.0523
P -0.657174 0.753812 2.939042 -0.3903 0.3509 0.6111
C 0.187913 2.387071 3.092272 -0.0929 -0.1086 -0.3757
C 0.460824 3.025513 1.875896 -0.1114 -0.1388 0.2030
C 1.332229 4.093961 1.788832 0.0099 0.0614 -0.0904
C 1.965362 4.554105 2.933651 -0.0072 -0.0068 0.0107
C 1.701016 3.945210 4.149318 0.0105 0.0353 0.0510
C 0.827527 2.869570 4.232736 0.0021 -0.0262 0.1083
C -2.500557 0.687415 3.079159 0.2076 -0.0731 -0.4300
C -3.339685 1.241322 4.046070 0.1314 0.1551 0.0047
C -4.683546 0.900147 4.086251 -0.0219 0.0715 0.0554
C -5.219375 0.007057 3.170433 0.0027 -0.0305 -0.0581
C -4.412185 -0.514955 2.172767 -0.0871 -0.0038 -0.0283
C -3.074778 -0.162322 2.126124 0.1276 0.1254 0.1807
H -0.314874 -1.130148 4.442139 0.0173 0.0550 -0.0378
H 0.953618 0.073145 4.580138 -0.0631 -0.0498 -0.0284
H -1.756838 -0.023935 5.948410 -0.1276 0.1114 -0.0320
H -1.031035 1.550567 5.687412 -0.0800 0.0175 0.0877
H -1.712690 -1.923588 6.616345 0.0236 -0.0284 -0.0138
H -1.745836 -4.327079 7.074142 -0.0103 -0.0103 0.0215
H -0.020365 -5.351015 8.515288 -0.0168 0.0072 0.0363
H 1.717706 -3.929192 9.553113 -0.0081 0.0093 0.0140
H 1.761147 -1.504877 9.096195 0.0353 -0.0486 -0.0055
H 0.285584 2.869249 8.984490 -0.0159 0.0335 -0.0022
H -1.422130 4.204287 10.170792 0.0032 -0.0073 0.0080
H -3.732211 3.349751 10.379771 0.0063 -0.0047 0.0083
H -4.323874 1.148486 9.424943 0.0141 -0.0028 0.0211
H -2.621702 -0.193220 8.255954 -0.0098 0.0216 -0.0039
H -0.029876 2.673014 0.974067 0.0559 0.0913 -0.0830
H 1.534696 4.554679 0.830111 -0.0498 -0.0028 0.0025
H 2.671734 5.371232 2.875448 -0.0230 0.0228 0.0107
H 2.188961 4.294675 5.049711 0.0075 0.0024 -0.0111
H 0.693705 2.419346 5.205322 -0.0267 -0.0805 -0.0417
H -2.970750 1.962822 4.758375 0.1115 -0.0003 0.0941
H -5.322980 1.335587 4.843363 0.0442 0.0192 0.0149
H -6.264598 -0.266273 3.226929 -0.0013 0.0109 -0.0094
H -4.819688 -1.194576 1.435906 0.0095 0.0061 -0.0177
H -2.459251 -0.555136 1.327146 0.0008 -0.2147 -0.0432
```
Positions in Å, forces in eV/Å.

Computed properties:
2S+1: 6
Calculated total energy: -7255.4118 a.u.
E_HOMO (alpha / beta): -12.122 / -12.122 eV
Charge: +2

Löwdin atomic charge list, values in e, 5 entries:
1. Mn 0.874
2. C 0.000
3. N -0.047
4. C -0.433
5. N 0.078